No. 1
Molecular formula: C44H52BiBr2IN5OS3
Method: DFT, wB97M-V/def2-TZVPD

Each line ends with the Löwdin charge.
Element x y z (Å)
Bi -0.049 -1.407 0.374  0.99
Br -3.837 -4.830 -1.055  0.75
C -3.755 -3.971 0.626  -0.60
C -4.789 -4.185 1.545  -0.18
C -4.779 -3.585 2.773  -0.64
Br -6.225 -3.900 3.970  0.72
C -3.714 -2.734 3.143  -0.19
C -3.590 -2.059 4.379  -0.03
C -2.513 -1.253 4.615  -0.05
C -1.531 -1.112 3.616  -0.18
N -1.620 -1.736 2.472  0.01
C -2.678 -2.533 2.206  -0.16
C -2.668 -3.139 0.892  -0.46
O -1.719 -2.925 0.059  -0.39
H -5.608 -4.834 1.267  0.09
H -4.359 -2.188 5.129  0.08
H -2.407 -0.726 5.554  0.10
H -0.659 -0.480 3.747  0.08
C 4.040 -1.430 1.484  -0.03
C 3.648 -2.402 2.562  -0.25
C 4.302 -3.615 2.700  -0.07
C 3.881 -4.551 3.633  -0.09
C 2.787 -4.271 4.432  -0.06
C 2.106 -3.062 4.327  -0.22
C 0.889 -2.804 5.177  -0.03
C 2.558 -2.129 3.399  -0.26
N 1.861 -0.908 3.194  0.15
C 2.244 0.150 3.773  -0.26
C 3.348 0.210 4.801  -0.01
C 1.582 1.470 3.395  -0.26
C 2.067 2.700 4.125  -0.02
N 0.716 1.473 2.470  0.17
C 0.206 2.705 1.977  -0.21
C 1.027 3.486 1.156  -0.23
C 2.433 3.055 0.831  -0.05
C 0.515 4.669 0.636  -0.06
C -0.779 5.071 0.916  -0.09
C -1.582 4.274 1.718  -0.06
C -1.111 3.081 2.250  -0.23
C -2.016 2.209 3.073  -0.05
H 4.820 -1.854 0.853  0.08
H 4.404 -0.482 1.891  0.07
H 3.180 -1.201 0.849  0.06
H 5.133 -3.838 2.040  0.11
H 4.390 -5.503 3.721  0.10
H 2.439 -5.003 5.153  0.11
H 0.977 -3.312 6.138  0.08
H -0.009 -3.181 4.680  0.08
H 0.733 -1.741 5.362  0.06
H 3.738 -0.785 4.998  0.08
H 2.979 0.636 5.735  0.08
H 4.167 0.845 4.458  0.09
H 1.936 2.583 5.202  0.08
H 1.520 3.579 3.796  0.08
H 3.131 2.864 3.945  0.08
H 2.485 1.982 0.642  0.08
H 3.122 3.285 1.649  0.07
H 2.790 3.568 -0.060  0.07
H 1.141 5.264 -0.018  0.11
H -1.169 5.989 0.495  0.10
H -2.604 4.571 1.929  0.11
H -2.861 2.784 3.453  0.08
H -1.495 1.762 3.921  0.06
H -2.410 1.394 2.460  0.03
S 0.672 -1.892 -2.043  0.45
C 1.992 -3.060 -1.823  -0.68
C 2.863 -3.226 -2.903  -0.15
C 3.917 -4.123 -2.864  -0.12
C 4.120 -4.882 -1.719  -0.12
C 3.268 -4.728 -0.639  -0.15
C 2.195 -3.826 -0.659  -0.69
S 1.177 -3.749 0.774  0.54
H 2.698 -2.626 -3.790  0.09
H 4.574 -4.225 -3.720  0.09
H 4.941 -5.588 -1.662  0.09
H 3.417 -5.312 0.262  0.09
C -4.576 2.371 -3.496  -0.12
C -4.287 3.675 -2.751  -0.26
C -3.049 4.432 -3.237  -0.21
C -1.703 3.811 -2.875  -0.24
N -1.397 2.668 -3.728  0.01
C -0.324 1.876 -3.498  -0.91
S 0.889 2.283 -2.422  0.59
N -0.308 0.700 -4.178  -0.01
C -0.887 0.495 -5.493  -0.20
C -0.114 1.190 -6.609  -0.21
C -0.758 0.997 -7.976  -0.28
C -0.014 1.741 -9.080  -0.12
H -5.587 2.019 -3.284  0.07
H -3.899 1.572 -3.192  0.03
H -4.503 2.513 -4.581  0.07
H -4.170 3.459 -1.685  0.10
H -5.153 4.336 -2.850  0.10
H -3.062 5.434 -2.799  0.10
H -3.109 4.567 -4.324  0.11
H -1.691 3.489 -1.829  0.08
H -0.907 4.549 -2.990  0.10
H -2.193 2.221 -4.152  0.09
H 0.493 0.132 -3.934  0.05
H -1.925 0.837 -5.503  0.11
H -0.920 -0.583 -5.661  0.13
H 0.911 0.806 -6.621  0.12
H -0.047 2.257 -6.375  0.12
H -1.796 1.343 -7.937  0.11
H -0.794 -0.071 -8.214  0.11
H 0.008 2.813 -8.875  0.07
H -0.483 1.593 -10.054  0.06
H 1.020 1.397 -9.149  0.07
I -2.260 0.326 -0.496  0.09

Results
- E_HOMO: -4.2 eV
- Energy: -242507.9305 eV
- Charge: -1
- Spin multiplicity: 1
- Orbital gap: 6.308 eV

No. 2
Molecular formula: C44H52ClGe2N5O4S2Y
Method: DFT, wB97M-V/def2-TZVPD

Each line ends with the Löwdin charge.
Element x y z (Å)
Y 0.714 0.753 -0.631  1.22
C 3.304 -1.334 0.815  -0.01
C 3.738 -0.986 -0.578  -0.30
C 5.065 -1.226 -0.977  0.00
C 5.456 -0.898 -2.241  0.02
C 4.512 -0.401 -3.162  -0.15
C 4.847 -0.137 -4.505  -0.03
C 3.874 0.250 -5.382  -0.06
C 2.546 0.388 -4.955  -0.10
C 2.177 0.171 -3.643  -0.59
S 0.482 0.297 -3.205  0.64
C 3.180 -0.215 -2.707  -0.23
N 2.841 -0.455 -1.398  0.03
H 4.135 -1.746 1.382  0.09
H 2.497 -2.067 0.794  0.07
H 2.942 -0.451 1.347  0.03
H 5.754 -1.665 -0.269  0.12
H 6.482 -1.040 -2.560  0.13
H 5.869 -0.273 -4.836  0.12
H 4.115 0.427 -6.422  0.11
H 1.773 0.649 -5.665  0.10
O -4.329 -1.091 -3.592  0.15
C -4.577 0.162 -3.255  -0.50
O -5.630 0.695 -3.477  0.10
C -3.476 0.915 -2.570  -0.04
C -3.414 2.296 -2.481  -0.55
Cl -4.492 3.422 -3.131  0.88
N -2.353 2.622 -1.700  -0.03
N -1.721 1.511 -1.284  0.07
C -2.387 0.482 -1.799  -0.23
C -1.922 -0.892 -1.508  -0.61
O -2.241 -1.835 -2.205  0.07
O -1.139 -0.987 -0.452  -0.27
C -1.949 3.897 -1.200  -0.19
C -1.458 3.959 0.102  -0.02
C -1.093 5.181 0.637  -0.06
C -1.225 6.341 -0.114  -0.07
C -1.704 6.270 -1.411  -0.07
C -2.059 5.050 -1.965  -0.05
H -3.480 -1.422 -3.230  0.07
H -1.418 3.057 0.700  0.08
H -0.726 5.233 1.654  0.11
H -0.964 7.298 0.319  0.11
H -1.810 7.170 -2.002  0.11
H -2.418 4.996 -2.981  0.08
C -1.409 0.883 4.407  -0.17
C -1.303 1.203 2.915  -0.40
Ge 0.311 0.408 2.027  0.76
C 1.822 1.106 3.198  -0.41
C 2.290 0.225 4.357  -0.18
C 0.254 -1.502 2.545  -0.25
C 0.039 -2.658 1.908  -0.30
Ge -0.683 -2.887 0.042  1.09
C -2.492 -3.737 0.033  -0.28
C -2.659 -5.078 0.741  -0.15
C 0.569 -3.228 -1.481  -0.29
C 1.401 -4.506 -1.374  -0.16
C 0.250 -3.979 2.567  -0.24
C 0.306 -5.135 1.785  -0.10
C 0.505 -6.390 2.335  -0.06
C 0.656 -6.525 3.704  -0.08
C 0.642 -5.387 4.500  -0.07
C 0.447 -4.135 3.943  -0.03
H -2.248 1.413 4.863  0.07
H -0.503 1.183 4.938  0.05
H -1.558 -0.186 4.573  0.06
H -1.247 2.289 2.787  0.04
H -2.197 0.865 2.389  -0.01
H 1.482 2.070 3.592  0.05
H 2.682 1.335 2.557  0.02
H 1.468 -0.011 5.034  0.06
H 3.055 0.740 4.944  0.07
H 2.720 -0.715 4.003  0.06
H 0.561 -1.605 3.585  0.03
H -2.769 -3.823 -1.014  0.07
H -3.141 -2.980 0.478  0.03
H -2.050 -5.857 0.280  0.07
H -3.700 -5.394 0.667  0.08
H -2.401 -5.025 1.799  0.07
H 1.207 -2.349 -1.567  0.02
H -0.067 -3.252 -2.365  0.07
H 1.978 -4.544 -0.448  0.06
H 2.100 -4.566 -2.208  0.08
H 0.761 -5.389 -1.416  0.07
H 0.203 -5.053 0.705  0.05
H 0.549 -7.260 1.692  0.11
H 0.773 -7.505 4.147  0.11
H 0.793 -5.476 5.568  0.11
H 0.440 -3.281 4.605  0.11
N 2.493 7.074 -1.967  0.16
C 2.261 5.765 -1.739  -0.31
C 1.577 4.961 -2.666  0.00
C 1.303 3.654 -2.355  -0.15
N 1.668 3.069 -1.199  -0.05
C 2.366 3.827 -0.336  -0.14
C 2.683 5.142 -0.553  -0.01
H 2.238 7.502 -2.838  0.11
H 3.014 7.620 -1.306  0.11
H 1.258 5.375 -3.613  0.12
H 0.774 3.022 -3.059  0.07
H 2.687 3.346 0.582  0.11
H 3.253 5.697 0.181  0.12
C -5.819 0.266 0.731  -0.37
S -4.130 -0.366 0.886  0.78
C -4.317 -1.313 2.422  -0.38
H -6.518 -0.564 0.658  0.04
H -5.863 0.860 -0.180  0.03
H -6.058 0.891 1.590  0.04
H -4.515 -0.636 3.251  0.04
H -3.379 -1.838 2.596  0.02
H -5.132 -2.027 2.314  0.04

Results
- E_HOMO: -9.7 eV
- Energy: -210379.7262 eV
- Charge: +1
- Spin multiplicity: 1
- Orbital gap: 7.007 eV

No. 3
Molecular formula: C44H52N5O2S2Se3Te2Ti
Method: DFT, wB97M-V/def2-TZVPD

Each line ends with the Löwdin charge.
Element x y z (Å)
Ti 0.623 -0.548 -0.179  0.70
C 2.609 2.620 1.866  -0.07
C 1.590 3.152 0.936  -0.64
N 0.529 2.539 0.535  0.00
C -0.263 3.322 -0.256  -0.35
C 0.253 4.557 -0.521  -0.34
S 1.764 4.760 0.269  1.06
C -1.640 2.947 -0.543  -0.39
C -2.648 3.811 -0.225  -0.36
S -4.170 3.090 -0.507  1.05
C -3.337 1.646 -1.041  -0.70
N -2.047 1.728 -1.004  0.00
C -4.140 0.506 -1.515  -0.14
H 2.276 1.685 2.318  0.04
H 2.807 3.351 2.649  0.08
H 3.541 2.433 1.334  0.08
H -0.182 5.347 -1.100  0.08
H -2.565 4.798 0.181  0.08
H -4.888 0.864 -2.221  0.09
H -4.670 0.034 -0.683  0.03
H -3.492 -0.240 -1.970  0.00
Se -0.136 0.104 2.044  0.21
Se -2.254 0.883 2.095  -0.01
Te -3.567 -1.268 1.937  0.45
Se -2.600 -2.390 -0.027  0.11
C 0.889 -5.951 1.093  -0.03
N 1.125 -4.698 0.416  -0.11
C 1.956 -4.680 -0.769  0.00
C 0.557 -3.556 0.810  -0.47
C -0.240 -3.610 2.076  -0.04
O 0.758 -2.508 0.152  -0.17
H 1.286 -6.761 0.488  0.09
H -0.179 -6.120 1.231  0.10
H 1.383 -5.976 2.068  0.10
H 2.464 -5.632 -0.886  0.09
H 2.708 -3.892 -0.678  0.10
H 1.346 -4.477 -1.652  0.10
H -1.128 -4.223 1.926  0.07
H -0.570 -2.613 2.375  0.00
H 0.353 -4.050 2.874  0.10
C 1.910 -1.771 -2.896  0.01
C 1.086 -0.490 -2.771  -0.78
O 1.318 0.417 -3.605  -0.15
N 0.099 -0.438 -1.922  -0.16
Te -1.269 0.667 -3.709  1.70
C -1.512 1.889 -5.490  -0.36
C -2.322 1.463 -6.538  -0.31
C -3.196 0.253 -6.429  -0.07
C -2.328 2.183 -7.728  -0.02
C -1.555 3.317 -7.893  -0.28
C -1.504 4.041 -9.203  -0.06
C -0.811 3.774 -6.810  -0.02
C -0.789 3.078 -5.615  -0.32
C 0.026 3.576 -4.460  -0.08
C -0.736 -1.027 -4.911  -0.34
C 0.198 -1.010 -5.945  -0.27
C 0.875 0.223 -6.450  -0.04
C 0.541 -2.213 -6.562  -0.01
C -0.003 -3.422 -6.172  -0.28
C 0.397 -4.715 -6.817  -0.06
C -0.947 -3.418 -5.154  -0.03
C -1.324 -2.238 -4.532  -0.32
C -2.352 -2.274 -3.457  -0.15
H 2.738 -1.592 -3.579  0.09
H 1.249 -2.530 -3.320  0.08
H 2.277 -2.091 -1.922  0.04
H -3.412 0.045 -5.380  0.03
H -2.704 -0.617 -6.863  0.09
H -4.131 0.416 -6.964  0.08
H -2.945 1.835 -8.544  0.11
H -2.141 3.558 -9.940  0.07
H -0.483 4.056 -9.584  0.08
H -1.827 5.074 -9.082  0.08
H -0.229 4.678 -6.919  0.11
H 0.586 4.467 -4.736  0.08
H 0.722 2.801 -4.131  0.04
H -0.632 3.815 -3.622  0.07
H 0.804 1.026 -5.727  0.04
H 0.419 0.544 -7.388  0.09
H 1.928 0.015 -6.636  0.09
H 1.268 -2.188 -7.365  0.12
H 1.176 -4.556 -7.560  0.07
H -0.464 -5.172 -7.305  0.08
H 0.760 -5.414 -6.063  0.08
H -1.400 -4.348 -4.839  0.11
H -2.664 -3.290 -3.232  0.07
H -3.232 -1.700 -3.747  0.07
H -1.935 -1.855 -2.538  -0.04
C 4.963 -1.724 3.069  -0.10
C 5.466 -0.776 2.193  -0.08
C 4.665 -0.204 1.227  -0.04
C 3.315 -0.585 1.072  -0.29
C 2.807 -1.463 2.044  -0.08
C 3.617 -2.033 3.004  -0.09
N 2.504 -0.113 0.053  -0.06
C 3.165 0.453 -1.047  -0.31
C 4.308 -0.136 -1.609  -0.06
C 4.986 0.483 -2.637  -0.08
C 4.560 1.707 -3.126  -0.07
C 3.404 2.272 -2.623  -0.07
C 2.698 1.640 -1.620  -0.04
H 5.605 -2.196 3.795  0.10
H 6.503 -0.477 2.254  0.11
H 5.093 0.540 0.567  0.11
H 1.755 -1.716 2.056  0.02
H 3.191 -2.739 3.703  0.10
H 4.656 -1.090 -1.229  0.12
H 5.854 0.001 -3.061  0.10
H 5.112 2.196 -3.911  0.10
H 3.049 3.211 -3.019  0.11
H 1.745 2.034 -1.294  0.09

Results
- E_HOMO (alpha / beta): -5.5 / -5.5 eV
- Energy: -313429.5463 eV
- Charge: 0
- Spin multiplicity: 2
- Orbital gap (alpha / beta): 5.120 / 3.166 eV

No. 4
Molecular formula: C44H54As3FeNO2
Method: DFT, wB97M-V/def2-TZVPD

Each line ends with the Löwdin charge.
Element x y z (Å)
Fe -0.417 -0.441 -0.001  0.47
O -2.287 -0.336 0.297  -0.31
C -3.174 -1.263 0.795  -0.48
C -2.417 -2.568 1.187  -0.05
C -1.334 -2.351 2.200  -0.23
C -1.482 -2.726 3.529  -0.01
C -0.447 -2.488 4.415  -0.03
C 0.718 -1.906 3.951  -0.01
C 0.813 -1.565 2.610  -0.24
C 2.059 -0.929 2.061  -0.06
C 1.857 0.551 1.641  -0.48
O 1.046 0.633 0.522  -0.31
C 1.218 1.261 2.844  -0.15
C -0.149 1.509 2.871  -0.01
C -0.748 2.035 4.009  -0.06
C 0.013 2.329 5.130  -0.09
C 1.383 2.098 5.105  -0.08
C 1.977 1.567 3.971  -0.03
C 3.202 1.205 1.300  -0.15
C 3.168 2.490 0.756  -0.02
C 4.333 3.152 0.411  -0.09
C 5.569 2.544 0.612  -0.10
C 5.617 1.275 1.158  -0.09
C 4.440 0.609 1.495  -0.04
N -0.204 -1.776 1.764  0.12
C -3.913 -0.673 2.004  -0.13
C -3.946 0.709 2.155  -0.02
C -4.611 1.295 3.222  -0.09
C -5.250 0.508 4.169  -0.10
C -5.227 -0.872 4.031  -0.08
C -4.567 -1.453 2.956  -0.07
C -4.155 -1.671 -0.323  -0.13
C -3.694 -1.617 -1.639  -0.04
C -4.492 -2.031 -2.694  -0.08
C -5.777 -2.502 -2.455  -0.10
C -6.250 -2.546 -1.153  -0.08
C -5.445 -2.136 -0.097  -0.02
H -3.109 -3.336 1.535  0.12
H -1.969 -2.944 0.261  0.12
H -2.403 -3.188 3.855  0.11
H -0.547 -2.760 5.458  0.11
H 1.550 -1.706 4.613  0.12
H 2.834 -1.005 2.824  0.11
H 2.399 -1.476 1.176  0.12
H -0.759 1.280 2.006  0.09
H -1.819 2.202 4.016  0.09
H -0.456 2.739 6.015  0.10
H 1.990 2.333 5.971  0.10
H 3.049 1.395 3.957  0.12
H 2.209 2.970 0.611  0.10
H 4.281 4.149 -0.010  0.11
H 6.482 3.063 0.349  0.10
H 6.570 0.787 1.320  0.10
H 4.517 -0.388 1.908  0.10
H -3.432 1.314 1.419  0.11
H -4.628 2.375 3.316  0.10
H -5.764 0.965 5.005  0.10
H -5.723 -1.500 4.760  0.10
H -4.573 -2.532 2.867  0.10
H -2.707 -1.208 -1.821  0.08
H -4.117 -1.976 -3.709  0.10
H -6.406 -2.821 -3.276  0.10
H -7.255 -2.894 -0.953  0.10
H -5.847 -2.163 0.908  0.10
C -1.569 2.398 -3.543  -0.31
As -0.589 1.576 -2.062  1.16
C -0.262 3.199 -1.033  -0.29
C 1.228 1.430 -2.806  -0.35
C 1.560 0.231 -3.706  -0.66
C 0.426 -0.027 -4.703  -0.09
C 1.849 -1.057 -2.920  -0.33
As 0.450 -1.939 -1.868  1.14
C 1.534 -3.433 -1.242  -0.29
C -0.614 -2.900 -3.187  -0.29
C 2.816 0.562 -4.545  -0.39
As 4.576 1.181 -3.860  1.14
C 4.124 2.958 -3.157  -0.35
C 4.810 0.295 -2.124  -0.35
H -0.957 3.161 -4.025  0.03
H -2.465 2.864 -3.134  0.02
H -1.870 1.654 -4.277  0.01
H 0.303 3.927 -1.618  0.03
H 0.290 2.909 -0.143  -0.01
H -1.218 3.633 -0.741  0.03
H 1.872 1.435 -1.921  0.05
H 1.418 2.356 -3.357  0.07
H -0.517 -0.252 -4.198  0.04
H 0.666 -0.874 -5.352  0.09
H 0.263 0.847 -5.337  0.09
H 2.631 -0.868 -2.186  0.04
H 2.231 -1.817 -3.610  0.09
H 1.978 -3.968 -2.082  0.03
H 0.904 -4.111 -0.667  0.03
H 2.324 -3.059 -0.592  0.01
H 0.040 -3.295 -3.965  0.03
H -1.370 -2.257 -3.634  0.00
H -1.120 -3.723 -2.684  0.03
H 2.556 1.359 -5.252  0.07
H 3.058 -0.307 -5.165  0.06
H 3.634 3.542 -3.937  0.02
H 5.059 3.456 -2.899  0.01
H 3.492 2.917 -2.273  -0.01
H 4.890 -0.783 -2.256  0.02
H 4.018 0.531 -1.413  0.00
H 5.754 0.654 -1.715  0.01

Results
- E_HOMO (alpha / beta): -7.8 / -7.8 eV
- Energy: -268994.3301 eV
- Charge: 0
- Spin multiplicity: 5
- Orbital gap (alpha / beta): 8.391 / 8.355 eV